[1]
DFT (the ωB97M-V functional and the def2-TZVPD basis) results for C5H2O in the gas phase in a non-equilibrium geometry.

```
8
C5H2O (the ωB97M-V functional and the def2-TZVPD basis)
C 0.0997 1.1047 -2.1138
C -0.5868 0.6767 -1.0883
C -0.8269 -0.2837 -0.0029
O -1.5744 -1.2739 -0.1935
C 0.2119 -0.1769 1.0877
C 0.8075 -0.8842 2.1470
H 0.2567 1.8514 -2.8613
H 1.6123 -1.0141 3.0252
```

Values from the calculation:
- SMILES: C#CC(=O)C#C
- Lowest unoccupied orbital energy: -1.3 eV
- Charge: 0
- HOMO: -10.27 eV
- Orbital gap: 8.96 eV
- ΔE to the lowest compared entry with this formula, charge and spin: 74.1 kcal per mole

natural (NBO) charges in e:
1 C -0.133
2 C -0.095
3 C 0.399
4 O -0.447
5 C -0.131
6 C -0.113
7 H 0.243
8 H 0.278

---

[2]
DFT (the ωB97M-V functional and the def2-TZVPD basis) results for a molecular structure, C3H2FKNaO3 in a non-equilibrium geometry.

```
11
C3H2FKNaO3 (the ωB97M-V functional and the def2-TZVPD basis)
O 0.4270 -0.1042 -1.4872
C -0.3459 -0.9564 -0.8043
C 0.3419 1.1575 -0.8838
O -0.1271 -2.1404 -0.6912
O -1.3008 -0.2551 -0.2216
C -0.8073 1.0717 -0.1081
Na -0.6351 -3.2618 1.2697
F 1.4795 1.5470 1.0380
H 1.2455 1.6396 -1.2610
H -1.4970 1.8353 0.2365
K 1.2193 -0.5331 2.9132
```

Values from the calculation:
- Lowest unoccupied orbital energy (alpha / beta): -0.3 / -0.4 eV
- Charge: 0
- HOMO (alpha / beta): -4.77 / -7.80 eV
- Orbital gap (alpha / beta): 4.43 / 7.36 eV
- Spin multiplicity: 2

natural (NBO) charges in e:
1 O -0.474
2 C 0.971
3 C 0.144
4 O -0.710
5 O -0.474
6 C -0.016
7 Na 0.199
8 F -0.930
9 H 0.265
10 H 0.224
11 K 0.800

---

[3]
DFT (the ωB97M-V functional and the def2-TZVPD basis) results for a molecular structure, C24H22N2O4ReSSe2.

```
56
C24H22N2O4ReSSe2 (the ωB97M-V functional and the def2-TZVPD basis)
Re 0.7031 0.4593 0.1485
S 4.8833 1.0013 -1.4314
C 4.9573 -0.4009 -0.4002
C 6.0646 -1.1901 -0.1059
C 5.8881 -2.2253 0.7895
C 4.6453 -2.4612 1.3890
C 3.5460 -1.6815 1.0930
C 3.7080 -0.6508 0.1706
N 2.7337 0.2552 -0.2653
C 3.2396 1.1931 -1.0554
C 2.3561 2.2875 -1.4217
C 2.7247 3.3951 -2.1713
C 1.8083 4.4216 -2.3572
C 0.5434 4.3449 -1.7873
C 0.1630 3.2327 -1.0432
C 1.0644 2.1868 -0.8661
H 7.0290 -0.9956 -0.5546
H 6.7285 -2.8567 1.0424
H 4.5473 -3.2684 2.1017
H 2.5914 -1.8588 1.5697
H 3.7201 3.4712 -2.5922
H 2.0878 5.2928 -2.9333
H -0.1561 5.1593 -1.9224
H -0.8313 3.1899 -0.6175
O -1.2300 0.8156 0.6717
C -1.7110 1.0910 1.8136
C -0.9961 1.1787 3.0194
C -1.7173 1.5395 4.1824
C -1.0518 1.6319 5.3648
C 0.3188 1.3729 5.4615
C 1.0387 1.0121 4.3438
C 0.3976 0.9109 3.1109
O 1.1154 0.5449 2.0539
N -1.8018 2.0151 6.5836
O -1.1685 2.0774 7.6123
O -2.9865 2.2277 6.4469
H -2.7866 1.2726 1.8343
H -2.7797 1.7442 4.1440
H 0.7956 1.4607 6.4287
H 2.0979 0.8056 4.4014
C -0.0438 -4.0209 -2.0069
Se 1.3368 -3.0355 -1.0576
C 2.0444 -2.0282 -2.5699
C 1.0546 -1.0750 -3.2286
Se -0.3603 -0.5313 -1.9934
C -1.0939 0.9284 -3.0462
H 0.4188 -4.6044 -2.7989
H -0.8068 -3.3572 -2.4072
H -0.4958 -4.6935 -1.2823
H 2.4201 -2.7390 -3.3043
H 2.9024 -1.4888 -2.1686
H 0.5078 -1.5437 -4.0457
H 1.5355 -0.1722 -3.6032
H -0.3055 1.6088 -3.3551
H -1.8200 1.4402 -2.4205
H -1.5964 0.4857 -3.9026
```

Values from the calculation:
- Lowest unoccupied orbital energy (alpha / beta): -6.9 / -8.1 eV
- Charge: +2
- HOMO (alpha / beta): -14.27 / -14.34 eV
- Orbital gap (alpha / beta): 7.34 / 6.26 eV
- Spin multiplicity: 4
- ΔE to the lowest compared entry with this formula, charge and spin: 8.5 kcal per mole

natural (NBO) charges in e:
1 Re 1.551
2 S 0.559
3 C -0.145
4 C -0.215
5 C -0.169
6 C -0.168
7 C -0.217
8 C 0.069
9 N -0.553
10 C 0.100
11 C -0.179
12 C -0.144
13 C -0.168
14 C -0.165
15 C -0.233
16 C -0.176
17 H 0.250
18 H 0.249
19 H 0.244
20 H 0.231
21 H 0.240
22 H 0.251
23 H 0.248
24 H 0.229
25 O -0.649
26 C 0.468
27 C -0.319
28 C -0.064
29 C -0.013
30 C -0.054
31 C -0.289
32 C 0.498
33 O -0.740
34 N 0.531
35 O -0.329
36 O -0.342
37 H 0.206
38 H 0.272
39 H 0.279
40 H 0.256
41 C -0.782
42 Se 0.340
43 C -0.595
44 C -0.555
45 Se 0.518
46 C -0.780
47 H 0.244
48 H 0.220
49 H 0.257
50 H 0.260
51 H 0.230
52 H 0.252
53 H 0.244
54 H 0.240
55 H 0.250
56 H 0.258